Molecular formula: C8H18NS
Method: DFT, ωB97M-V/def2-TZVPD

Calculated values
gap between HOMO and LUMO = 8.802 eV
LUMO energy = -4.920 eV
HOMO energy = -13.72 eV
SMILES string = CC[N@+](C)(C=S)C(C)(C)C

ORCA input file:
```
! RIJCOSX wB97M-V def2-TZVPD def2/J DEFGRID3
* xyz 1 1
C -0.90203 2.72395 0.35905
C 0.13376 1.57463 0.43706
N -0.33034 0.28513 -0.18774
C -0.59486 0.39181 -1.67996
C -1.86677 -0.13524 0.56953
S -3.00619 -0.71895 -0.35703
C 0.54671 -0.87118 0.15552
C 0.26656 -2.10428 -0.68783
C 1.97059 -0.63203 -0.29246
C 0.43961 -1.16820 1.63612
H -1.82039 2.19101 0.35384
H -0.60375 3.28415 1.28185
H -0.88005 3.31597 -0.55057
H 0.26669 1.27291 1.48712
H 1.10971 1.82986 0.00283
H 0.20343 0.87826 -2.17254
H -0.78607 -0.44798 -2.14104
H -1.38091 1.11085 -1.67748
H -1.96083 0.20238 1.61566
H 0.48464 -2.09451 -1.75991
H 0.91700 -2.92765 -0.25780
H -0.82417 -2.50224 -0.55737
H 1.94892 0.31477 -0.71218
H 2.30287 -1.30609 -1.14099
H 2.79386 -0.65195 0.44916
H 0.01692 -2.16286 1.74449
H 1.51848 -1.29756 1.82810
H 0.03659 -0.35497 2.25459
*
```



Molecular formula: C3H9NO3S
Method: DFT, ωB97M-V/def2-TZVPD

Calculated values
gap between HOMO and LUMO = 9.647 eV
LUMO energy = 0.436 eV
HOMO energy = -9.21 eV
SMILES string = O=C(O)NCCS.O

ORCA input file:
```
! RIJCOSX wB97M-V def2-TZVPD def2/J DEFGRID3
* xyz 0 1
O -1.41858 0.05557 -2.11324
C -1.19610 -0.43809 -1.01832
O -1.01587 -1.73221 -0.91805
N -0.84419 0.22208 0.15579
C -0.68800 1.67724 0.15071
C 0.25901 1.86729 1.32963
S 1.92343 2.47599 1.07487
H -1.29939 -2.27917 -1.68717
H -1.06803 -0.25699 1.02554
H -0.43461 2.02583 -0.86814
H -1.68847 2.12291 0.50697
H -0.14552 2.55510 1.93852
H 0.34124 0.86900 1.85239
H 2.39526 1.81805 -0.07518
O 1.54898 -3.82623 -0.13039
H 0.96547 -3.17931 -0.49102
H 2.36536 -3.97706 -0.73291
*
```



Molecular formula: C8H18ClNSi
Method: DFT, ωB97M-V/def2-TZVPD

Calculated values
gap between HOMO and LUMO = 7.945 eV
LUMO energy = -0.156 eV
HOMO energy = -8.10 eV
SMILES string = C=C=[Si](Cl)C(C)(C)C.CCN

ORCA input file:
```
! RIJCOSX wB97M-V def2-TZVPD def2/J DEFGRID3
* xyz 0 1
C -0.35472 -2.61357 1.08041
C 0.49640 -1.61945 1.30767
Si 1.21170 -0.26855 0.39401
Cl 0.16109 1.50769 0.87068
C 2.97446 0.19595 -0.19802
C 3.63188 -1.11859 -0.36980
C 2.85417 0.82035 -1.55318
C 3.74103 0.95554 0.86689
H -0.83691 -2.85122 0.10917
H -0.61532 -3.19319 1.94848
H 4.70646 -0.93439 -0.62201
H 3.69336 -1.78882 0.58415
H 3.14459 -1.89670 -1.06344
H 2.49296 -0.15315 -2.14356
H 3.78967 1.18369 -2.02463
H 2.05679 1.55970 -1.66935
H 3.31632 1.99765 0.97983
H 3.58388 0.44810 1.79843
H 4.77133 1.04563 0.47767
C -4.96972 0.36814 -1.10316
C -4.81736 1.01809 0.36252
N -3.43479 0.92500 0.73458
H -5.10358 -0.67104 -1.04711
H -5.78211 0.87444 -1.71461
H -3.99800 0.42833 -1.59862
H -5.10621 2.11371 0.42248
H -5.46554 0.46524 1.03215
H -3.14909 1.10942 1.74949
H -2.99275 0.09197 0.38889
*
```



Molecular formula: C11H15N2
Method: DFT, ωB97M-V/def2-TZVPD

Calculated values
gap between HOMO and LUMO = 6.924 eV
LUMO energy = -4.980 eV
HOMO energy = -11.90 eV
SMILES string = CC1=CC=C[C@@H]2C1=CC=[N+](C)[C@@H]2N

ORCA input file:
```
! RIJCOSX wB97M-V def2-TZVPD def2/J DEFGRID3
* xyz 1 1
C -2.57578 1.17597 -1.72178
C -2.05095 0.77568 -0.34773
C -2.91770 0.48125 0.62853
C -2.35833 -0.01704 1.82948
C -1.00812 -0.21506 2.00142
C 0.01612 0.20218 1.03730
C -0.60184 0.65406 -0.24566
C 0.26308 1.06455 -1.21896
C 1.61444 0.70261 -1.14991
N 2.13130 -0.14635 -0.22458
C 3.56510 -0.66944 -0.37551
C 1.30101 -0.80239 0.85934
N 1.05566 -2.13488 0.59262
H -2.30399 0.39636 -2.47803
H -2.23806 2.21265 -1.93001
H -3.67287 1.18252 -1.84102
H -3.96462 0.57413 0.42932
H -3.14366 -0.45357 2.48315
H -0.75076 -0.76475 2.88321
H 0.45080 1.22639 1.40223
H -0.01034 1.66963 -2.02485
H 2.30359 1.06017 -1.90854
H 3.47373 -0.99534 -1.44674
H 3.66854 -1.56034 0.28845
H 4.36243 0.08806 -0.22950
H 1.99135 -0.65753 1.68675
H 0.64632 -2.26318 -0.30855
H 0.75357 -2.78632 1.32956
*
```



Molecular formula: C29H29AsAuNO6PS3
Method: DFT, ωB97M-V/def2-TZVPD

Calculated values
gap between HOMO and LUMO (spin up / spin down) = 8.420 / 5.727 eV
LUMO energy (spin up / spin down) = 0.216 / -2.475 eV
HOMO energy (spin up / spin down) = -8.20 / -8.20 eV
⟨S²⟩ = 0.76

ORCA input file:
```
! RIJCOSX wB97M-V def2-TZVPD def2/J DEFGRID3
* xyz 0 2
Au -0.72075 1.09455 0.68281
C -2.99913 0.40429 5.49824
C -3.31444 0.16035 4.04145
O -3.21371 1.36925 3.24352
P -1.91581 2.21481 3.05029
S -1.97994 3.00877 1.20794
S -0.20869 1.16699 3.19410
O -2.03801 3.31588 4.17972
C -0.94533 4.22619 4.45787
C -0.28169 3.84714 5.75985
H -3.18463 -0.51167 6.06044
H -3.62778 1.19725 5.90318
H -1.95341 0.68176 5.63938
H -4.34578 -0.15281 3.90332
H -2.66162 -0.58512 3.58684
H -1.39634 5.21557 4.50950
H -0.23843 4.21208 3.62608
H -1.01602 3.80771 6.56406
H 0.47508 4.58989 6.01557
H 0.20274 2.87427 5.67689
O -3.38937 -4.51976 -1.26733
S -2.36052 -3.56256 -1.57771
O -1.85881 -3.54771 -2.93177
N -2.76972 -2.07128 -1.10062
C -2.14459 -1.72814 0.01206
O -2.33480 -0.66969 0.64909
C -1.08720 -2.71599 0.44899
C -0.23934 -2.65178 1.53929
C 0.68916 -3.67145 1.70916
C 0.76310 -4.73010 0.80512
C -0.10945 -4.80591 -0.27546
C -1.02707 -3.78572 -0.41888
H -0.30001 -1.81973 2.23015
H 1.36634 -3.64724 2.55410
H 1.50392 -5.50644 0.95004
H -0.07184 -5.62989 -0.97572
O 0.75670 -0.29717 0.03984
As 1.06322 0.09348 -1.56783
C -0.48343 0.40047 -2.63118
C -1.13132 -0.66898 -3.24417
C -2.25396 -0.42305 -4.01804
C -2.72167 0.87417 -4.16802
C -2.08042 1.93859 -3.54320
C -0.95257 1.70686 -2.77345
C 2.11622 1.69710 -1.59905
C 2.49853 2.27713 -0.39711
C 3.26760 3.43284 -0.41152
C 3.65633 3.99265 -1.61921
C 3.28490 3.40006 -2.82026
C 2.51052 2.25131 -2.81303
C 2.11894 -1.32044 -2.28848
C 2.80227 -2.12855 -1.38673
C 3.60367 -3.15190 -1.86839
C 3.71788 -3.35901 -3.23629
C 3.03265 -2.54844 -4.13094
C 2.22539 -1.52499 -3.65900
H -0.78987 -1.68883 -3.10190
H -2.77596 -1.25633 -4.47003
H -3.60362 1.05917 -4.76738
H -2.45966 2.94573 -3.65373
H -0.44119 2.53049 -2.28842
H 2.20105 1.82174 0.53967
H 3.56124 3.89548 0.52148
H 4.25324 4.89533 -1.62944
H 3.60060 3.83372 -3.75996
H 2.21003 1.79317 -3.74858
H 2.68506 -1.96395 -0.32250
H 4.13174 -3.79382 -1.17594
H 4.33710 -4.16461 -3.60870
H 3.11846 -2.72034 -5.19553
H 1.67422 -0.90282 -4.35452
*
```



Molecular formula: C2H2BrN
Method: DFT, ωB97M-V/def2-TZVPD

Calculated values
gap between HOMO and LUMO (spin up / spin down) = 6.762 / 6.761 eV
LUMO energy (spin up / spin down) = -3.589 / -3.590 eV
HOMO energy (spin up / spin down) = -10.35 / -10.35 eV

ORCA input file:
```
! RIJCOSX wB97M-V def2-TZVPD def2/J DEFGRID3
* xyz 0 1
C 0.46496 -0.95756 0.02141
C 0.35720 0.41142 0.04269
N 0.45016 -2.11082 -0.10205
Br -2.52922 0.81773 -0.05674
H 0.60439 0.93043 0.88945
H 0.65250 0.90879 -0.79476
*
```



Computed values of energy above the lowest of the compared OMol25 structures with the same formula, charge and spin (unit: kcal per mole) for the preceding records, in sequence: 48.9 29.0 56.0 32.9 6.0 56.9.